Entry from the Open Molecules 2025 dataset: a cluster of 3 separate species, C18H48N7O4P2 in total (the ωB97M-V functional and the def2-TZVPD basis).

Each line ends with the Mulliken charge.
Atoms and positions in Å:
N  -2.20230  -7.46288  4.45933  -0.632
C  -0.69689  -7.24659  4.39907  0.359
O  0.00696  -7.61230  5.47937  -0.532
C  0.10296  -6.63107  3.06715  -0.236
C  -0.97514  -5.66865  2.29168  -0.444
C  -0.37091  -4.86581  0.98948  0.189
C  -1.07338  -5.39871  -0.40469  -0.734
C  0.08584  -6.29148  -1.21119  -0.595
O  1.33206  -5.49390  -1.10660  -0.473
H  -2.73819  -6.58840  4.26588  0.349
H  -2.51545  -8.19323  3.75901  0.307
H  0.51212  -7.52829  2.43645  0.205
H  1.00918  -6.02887  3.49974  0.131
H  -1.30512  -4.82635  3.06963  0.138
H  -1.91120  -6.31795  1.96753  0.080
H  -0.77975  -3.75204  1.10559  -0.235
H  -1.98025  -6.12174  -0.24647  0.256
H  -1.40773  -4.50600  -1.12175  0.276
H  -0.25637  -6.37660  -2.34609  0.239
H  0.17494  -7.37969  -0.78956  0.251
H  1.17683  -4.63285  -1.62388  0.314
O  -0.11372  -1.44771  2.82290  -0.757
P  0.67639  -0.30526  2.13896  0.739
N  2.14443  -0.93862  2.64653  0.356
C  3.06668  -0.55263  3.68186  -1.084
C  2.61672  -2.12661  1.94412  -1.207
N  -0.06361  0.90465  3.09911  0.258
C  0.51294  1.65018  4.20142  -1.036
C  -1.48046  0.66344  3.42144  -1.115
N  1.58474  1.00816  1.35268  0.157
C  1.67871  0.78121  -0.09392  -1.344
C  2.74329  1.76627  1.78440  -1.181
H  4.03038  -0.26899  3.24556  0.381
H  3.25325  -1.37444  4.38730  0.287
H  2.73720  0.28850  4.28088  0.280
H  3.19507  -1.84267  1.05999  0.234
H  1.78094  -2.75228  1.61277  0.335
H  3.24607  -2.76662  2.57441  0.371
H  0.99386  1.00380  4.93867  0.306
H  -0.24179  2.22462  4.75564  0.390
H  1.19566  2.41896  3.85066  0.232
H  -1.58608  0.00203  4.28705  0.327
H  -2.00618  0.21109  2.57352  0.326
H  -2.00977  1.59933  3.63823  0.385
H  2.48631  0.08526  -0.33138  0.262
H  1.84857  1.71611  -0.63040  0.369
H  0.74588  0.35761  -0.47874  0.456
H  3.68342  1.30638  1.46432  0.336
H  2.81094  1.92581  2.85687  0.419
H  2.70075  2.77259  1.34664  0.292
O  -0.02553  2.04498  -3.15422  -0.711
P  -0.96846  3.12575  -3.73736  0.749
N  0.32320  4.11589  -4.14377  0.300
C  0.85074  5.31968  -3.55723  -1.059
C  1.11133  3.71207  -5.30289  -1.145
N  -1.75079  3.38375  -2.23577  0.224
C  -1.60637  4.50914  -1.33246  -1.005
C  -1.93120  2.17594  -1.41225  -1.138
N  -2.05249  4.36826  -4.40776  0.031
C  -2.52521  3.98039  -5.74158  -1.098
C  -2.02116  5.81581  -4.32421  -1.104
H  0.77480  6.15190  -4.26515  0.366
H  1.91095  5.21057  -3.28915  0.271
H  0.34295  5.63391  -2.65264  0.294
H  0.67890  4.12228  -6.22024  0.286
H  1.14206  2.62181  -5.40367  0.311
H  2.15526  4.04227  -5.23854  0.374
H  -0.56157  4.74020  -1.11423  0.282
H  -2.08079  4.32529  -0.35887  0.391
H  -2.13269  5.38610  -1.69866  0.247
H  -1.03112  1.95021  -0.83190  0.363
H  -2.16939  1.30646  -2.03453  0.311
H  -2.77067  2.28501  -0.71479  0.428
H  -1.78353  4.21958  -6.50685  0.328
H  -3.46281  4.48056  -5.98946  0.347
H  -2.71707  2.90379  -5.78423  0.349
H  -1.45778  6.26722  -5.14677  0.352
H  -1.61276  6.21109  -3.39836  0.368
H  -3.04758  6.20329  -4.37366  0.303

Its energy above the lowest of the compared OMol25 structures with the same formula, charge and spin is 1485.66 kJ/mol. The charge is -1. As for the strongest force on any atom: 7.72 eV/Å. Its HOMO energy is -1.8 eV. The value obtained for the LUMO energy is 0.02 eV.



Entry from the Open Molecules 2025 dataset: a cluster of 8 separate species, C18H49N3O21S5 in total (the ωB97M-V functional and the def2-TZVPD basis).

Each line ends with the Mulliken charge.
Atoms and positions in Å:
C  28.51854  -5.21304  -0.73105  -1.207
C  28.72999  -4.46079  -2.05386  -0.217
O  29.00211  -5.29363  -3.14176  -0.247
S  28.79616  -4.64021  -4.68731  1.126
C  26.94716  -4.69678  -4.71149  -0.826
O  29.24164  -3.28431  -4.57978  -0.589
O  29.43051  -5.62819  -5.54238  -0.572
H  28.30717  -4.60815  0.15072  0.381
H  29.34004  -5.91444  -0.58516  0.266
H  27.63050  -5.83070  -0.86516  0.288
H  27.88521  -3.80599  -2.26761  0.370
H  29.56488  -3.76552  -1.96622  0.276
H  26.58901  -5.72085  -4.60615  0.298
H  26.60746  -4.28370  -5.66126  0.351
H  26.53569  -4.15279  -3.86128  0.309
C  27.13084  -10.76085  -1.08638  -0.895
C  28.04256  -10.22045  -2.24797  -0.424
O  29.27151  -9.77674  -1.65644  -0.264
S  30.67224  -10.22236  -2.44181  1.115
C  30.71389  -11.99243  -1.95728  -0.832
O  30.51663  -10.03301  -3.86868  -0.615
O  31.82378  -9.55593  -1.79435  -0.582
H  26.20177  -11.24476  -1.38763  0.392
H  26.87905  -9.96015  -0.39098  0.290
H  27.83525  -11.36411  -0.51368  0.151
H  28.19885  -10.97632  -3.01760  0.465
H  27.63869  -9.24376  -2.51451  0.276
H  29.74000  -12.44114  -1.76157  0.279
H  31.37022  -12.00189  -1.08706  0.280
H  31.15192  -12.57728  -2.76609  0.359
C  27.49831  -2.04621  4.96130  -1.199
C  28.53804  -2.90020  5.59590  -0.095
O  29.36631  -3.39603  4.50961  -0.263
S  30.98658  -3.69594  4.82190  1.071
C  31.65431  -1.95924  4.72762  -0.895
O  31.14498  -4.15867  6.21361  -0.585
O  31.55797  -4.39899  3.66285  -0.566
H  27.96985  -1.15709  4.54272  0.305
H  26.72891  -1.69549  5.64915  0.380
H  27.05869  -2.56898  4.11186  0.293
H  28.99284  -2.35548  6.42327  0.363
H  28.06706  -3.76135  6.06993  0.207
H  31.26488  -1.45254  5.61062  0.310
H  31.25034  -1.57014  3.79300  0.298
H  32.73096  -1.90521  4.88889  0.375
C  34.38796  -17.77837  6.93699  -1.253
C  33.73153  -17.02072  5.78108  -0.195
O  34.30457  -17.42220  4.48482  -0.311
S  33.26855  -17.94595  3.32998  1.164
C  32.63772  -16.40112  2.85142  -0.932
O  34.04050  -18.52374  2.22193  -0.612
O  32.21573  -18.78614  3.90583  -0.602
H  33.87601  -17.48759  7.85430  0.351
H  35.45243  -17.63826  7.12504  0.323
H  34.32456  -18.86653  6.93515  0.323
H  32.65449  -17.16156  5.87197  0.347
H  33.74784  -15.94952  5.98195  0.352
H  33.45092  -15.67885  2.77976  0.342
H  31.85602  -16.05303  3.52660  0.328
H  32.10973  -16.56287  1.91165  0.377
C  22.75602  -10.43237  3.45779  -1.067
C  22.68827  -11.92053  3.01075  -0.389
O  24.00837  -12.43095  2.85492  -0.165
S  24.26051  -13.96702  2.28723  1.088
C  26.10872  -14.08075  2.58416  -0.796
O  23.60270  -14.92484  3.19003  -0.621
O  23.92393  -13.99644  0.85113  -0.599
H  21.86577  -10.11879  4.00296  0.371
H  23.01497  -9.70986  2.68383  0.284
H  23.50465  -10.33427  4.24394  0.274
H  22.06402  -12.52861  3.66546  0.336
H  22.25901  -12.08096  2.02176  0.368
H  26.58732  -13.49522  1.79918  0.215
H  26.31168  -15.14778  2.49268  0.388
H  26.31906  -13.77812  3.60996  0.310
C  36.16995  -10.79317  -1.00241  -0.635
N  36.84381  -9.60041  -0.44156  0.912
O  37.04645  -9.68624  0.74486  -0.535
O  37.12623  -8.65827  -1.13587  -0.537
H  35.49209  -11.09346  -0.20339  0.233
H  36.88509  -11.58197  -1.23579  0.280
H  35.60461  -10.52824  -1.89590  0.281
C  26.68333  -7.51938  5.67433  -0.706
N  27.02508  -8.12522  4.36679  0.887
O  27.07525  -9.33779  4.28864  -0.518
O  27.30274  -7.36878  3.47951  -0.517
H  25.90835  -6.75316  5.65393  0.260
H  27.64227  -7.06033  5.91476  0.275
H  26.45834  -8.40345  6.27090  0.320
C  31.49388  -9.05944  2.35600  -0.731
N  31.52759  -10.55609  2.16535  0.907
O  30.47696  -11.16260  1.98584  -0.494
O  32.68698  -11.08546  2.16113  -0.525
H  30.84960  -8.68670  1.55972  0.212
H  32.48279  -8.65914  2.13258  0.317
H  30.98171  -8.79028  3.27976  0.313

Its energy above the lowest of the compared OMol25 structures with the same formula, charge and spin is 328.53 kJ/mol. The charge is 0. As for the strongest force on any atom: 3.46 eV/Å. Its HOMO energy is -10.9 eV. The value obtained for the LUMO energy is -0.16 eV.



Entry from the Open Molecules 2025 dataset: a structure of composition C18H4Cl5N2O3S6Ta (the ωB97M-V functional and the def2-TZVPD basis).

Each line ends with the Mulliken charge.
Atoms and positions in Å:
Ta  0.41655  -0.30342  0.30763  0.738
Cl  -0.76624  3.51101  6.73134  -0.167
C  -0.38389  2.79809  5.21639  0.187
C  0.14679  3.57680  4.19238  0.323
Cl  0.40519  5.25967  4.42389  -0.168
C  0.47104  2.99958  2.96656  -0.027
Cl  1.13472  3.92234  1.67566  -0.156
C  0.26869  1.64932  2.78263  -0.110
O  0.55539  1.06685  1.59403  -0.797
C  -0.29889  0.87553  3.78417  0.749
Cl  -0.64215  -0.78142  3.45266  -0.115
C  -0.61556  1.43946  5.01126  0.052
Cl  -1.29176  0.45854  6.25144  -0.167
S  -3.06938  -0.02149  -5.64109  -0.209
C  -2.38118  0.23316  -4.18143  0.087
S  -0.78667  0.87267  -3.97054  -0.049
C  -0.74013  0.84412  -2.23254  0.239
C  -1.82200  0.29345  -1.63228  0.190
S  -1.96849  0.04049  0.09350  -0.314
S  -3.10254  -0.23165  -2.69073  -0.016
S  0.66251  1.45667  -1.39297  -0.325
O  -1.62977  -2.85660  -1.95215  -0.585
C  -0.45554  -2.65510  -2.02908  -0.017
N  0.31089  -1.69828  -1.31945  0.749
C  1.63022  -1.82413  -1.66418  0.598
O  2.46942  -1.10816  -1.11828  -0.678
C  1.79045  -2.90349  -2.67395  0.294
C  2.90762  -3.41371  -3.30194  -0.564
C  2.70156  -4.46645  -4.18914  -0.502
C  1.42090  -4.97180  -4.42195  -0.486
C  0.30775  -4.44286  -3.77385  -0.496
C  0.52833  -3.40161  -2.89935  0.198
H  3.89501  -3.01223  -3.11548  0.504
H  3.54380  -4.90558  -4.70756  0.408
H  1.29454  -5.79230  -5.11654  0.402
H  -0.68935  -4.82762  -3.94455  0.508
S  2.61218  -4.06414  2.23169  -0.339
C  1.89754  -2.76734  1.68911  0.804
N  1.35134  -1.79065  1.27782  -0.742

Its energy above the lowest of the compared OMol25 structures with the same formula, charge and spin is 24.78 kJ/mol. The charge is 0. As for the strongest force on any atom: 2.14 eV/Å. Its HOMO energy is -8.1 eV. The value obtained for the LUMO energy is -1.66 eV.



Q: Among the records above, which one has the lowest strongest force on any atom?
A: C18H4Cl5N2O3S6Ta